# 1
{
  "formula": "C3H14N3O",
  "method": "ωB97M-V/def2-TZVPD",
  "gap_ev": [4.47, 11.00],
  "multiplicity": 2,
  "lumo_energy_ev": [0.834, 0.760],
  "s_squared": 0.750,
  "total_energy_ev": -9852.469,
  "species": ["N", "C", "O", "H", "H", "H", "H", "H", "C", "N", "C", "N", "H", "H", "H", "H", "H", "H", "H", "H", "H"],
  "xyz": [[-0.20, 1.38, 1.49], [-0.97, 2.55, 1.18], [-0.16, 3.73, 1.23], [0.58, 1.32, 0.86], [0.19, 1.47, 2.42], [-1.40, 2.42, 0.18], [-1.79, 2.64, 1.90], [-0.72, 4.47, 0.95], [0.83, -1.41, -1.49], [1.42, -0.09, -1.75], [-0.04, -1.31, -0.25], [-0.67, -2.65, 0.05], [1.52, -2.25, -1.43], [0.15, -1.62, -2.32], [2.08, 0.12, -1.00], [2.02, -0.16, -2.57], [-0.86, -0.64, -0.43], [0.51, -1.02, 0.64], [-1.33, -2.58, 0.85], [-1.21, -3.00, -0.78], [0.04, -3.38, 0.27]]
}



# 2
{
  "formula": "C9H6NO3S",
  "method": "ωB97M-V/def2-TZVPD",
  "gap_ev": 5.50,
  "charge": -1,
  "lumo_energy_ev": 3.241,
  "total_energy_ev": -27895.178,
  "species": ["C", "C", "C", "C", "C", "C", "C", "C", "C", "N", "O", "O", "O", "S", "H", "H", "H", "H", "H", "H"],
  "xyz": [[0.62, -3.27, 0.84], [1.12, -1.93, 0.88], [-0.74, 2.80, 0.68], [-1.01, 1.50, 0.66], [-0.13, -3.55, -0.28], [0.84, -1.28, -0.36], [-2.08, 2.42, -0.91], [1.50, 1.21, -1.05], [1.19, 0.00, -0.58], [-1.38, 3.39, -0.39], [2.10, 1.00, 0.19], [1.57, 1.97, -1.98], [-1.88, 1.26, -0.30], [-0.17, -2.15, -1.39], [0.83, -3.82, 1.73], [1.69, -1.46, 1.68], [0.04, 3.19, 1.33], [-0.72, 0.78, 1.52], [-0.58, -4.47, -0.56], [-2.81, 2.42, -1.72]]
}



# 3
{
  "formula": "C11H29FNO11P2V",
  "method": "ωB97M-V/def2-TZVPD",
  "gap_ev": [7.59, 7.64],
  "multiplicity": 3,
  "lumo_energy_ev": [0.285, 0.285],
  "s_squared": 2.013,
  "total_energy_ev": -82878.769,
  "species": ["V", "F", "O", "C", "C", "O", "H", "H", "H", "H", "C", "C", "O", "N", "C", "H", "H", "H", "H", "H", "H", "H", "C", "O", "P", "O", "O", "C", "O", "C", "H", "H", "H", "H", "H", "H", "H", "H", "H", "C", "O", "P", "O", "O", "C", "O", "C", "H", "H", "H", "H", "H", "H", "H", "H", "H"],
  "xyz": [[24.60, -9.22, 17.92], [25.57, -8.30, 19.37], [23.73, -10.30, 16.26], [22.63, -9.52, 15.81], [22.63, -7.98, 16.12], [23.34, -7.63, 17.30], [21.68, -10.04, 16.04], [22.71, -9.54, 14.72], [21.64, -7.55, 15.99], [23.24, -7.52, 15.33], [26.32, -13.33, 18.56], [26.59, -11.83, 18.70], [25.73, -11.02, 18.33], [27.72, -11.49, 19.30], [27.96, -10.11, 19.70], [27.25, -13.86, 18.34], [25.49, -13.53, 17.90], [26.00, -13.57, 19.57], [28.38, -12.25, 19.32], [29.04, -10.07, 19.89], [27.47, -9.85, 20.63], [27.84, -9.44, 18.86], [28.40, -6.59, 17.23], [27.93, -7.05, 15.99], [27.38, -8.49, 15.76], [26.25, -8.84, 16.62], [28.68, -9.42, 15.96], [28.54, -10.84, 15.87], [27.17, -8.52, 14.18], [25.87, -8.41, 13.61], [27.81, -5.74, 17.55], [29.44, -6.25, 17.19], [28.29, -7.35, 18.01], [29.19, -11.20, 15.06], [27.55, -11.11, 15.50], [28.79, -11.40, 16.76], [25.47, -9.41, 13.44], [25.78, -7.89, 12.66], [25.22, -7.89, 14.32], [23.30, -11.25, 22.12], [22.10, -11.21, 21.39], [22.00, -10.14, 20.21], [23.16, -10.09, 19.29], [20.61, -10.61, 19.53], [20.55, -11.36, 18.33], [21.68, -8.77, 20.97], [21.62, -7.51, 20.30], [23.17, -11.37, 23.19], [23.92, -10.35, 22.06], [24.00, -12.02, 21.78], [19.92, -12.22, 18.56], [21.53, -11.71, 18.02], [20.19, -10.89, 17.42], [20.59, -7.17, 20.27], [22.15, -7.46, 19.34], [22.10, -6.80, 20.98]]
}



# 4
{
  "formula": "C15H30O12S3",
  "method": "ωB97M-V/def2-TZVPD",
  "gap_ev": 9.04,
  "lumo_energy_ev": -0.030,
  "total_energy_ev": -73114.276,
  "species": ["C", "C", "O", "C", "O", "O", "H", "H", "H", "H", "C", "C", "O", "C", "O", "O", "H", "H", "H", "H", "C", "C", "O", "C", "O", "O", "H", "H", "H", "H", "C", "S", "O", "C", "H", "H", "H", "H", "H", "H", "C", "S", "O", "C", "H", "H", "H", "H", "H", "H", "C", "S", "O", "C", "H", "H", "H", "H", "H", "H"],
  "xyz": [[-2.65, 19.85, 11.52], [-4.07, 19.41, 11.11], [-4.91, 20.45, 11.57], [-4.17, 21.37, 12.26], [-4.66, 22.24, 12.90], [-2.86, 21.13, 12.11], [-1.99, 19.94, 10.66], [-2.21, 19.15, 12.23], [-4.36, 18.45, 11.54], [-4.13, 19.27, 10.03], [1.42, 16.99, 14.66], [2.35, 17.97, 13.91], [1.45, 18.95, 13.41], [0.26, 18.85, 14.06], [-0.59, 19.67, 13.99], [0.13, 17.60, 14.57], [1.72, 16.97, 15.71], [1.44, 15.98, 14.24], [2.86, 17.51, 13.07], [3.09, 18.48, 14.53], [-2.27, 24.25, 13.54], [-1.32, 23.10, 13.93], [-0.33, 23.75, 14.72], [-0.31, 25.07, 14.40], [0.58, 25.81, 14.69], [-1.43, 25.42, 13.75], [-3.09, 24.30, 14.24], [-2.50, 24.29, 12.48], [-0.82, 22.65, 13.08], [-1.88, 22.31, 14.42], [-4.25, 16.02, 9.04], [-2.66, 16.65, 8.57], [-2.05, 17.31, 9.75], [-1.75, 15.13, 8.24], [-4.95, 16.86, 8.99], [-4.30, 15.57, 10.03], [-4.65, 15.34, 8.28], [-1.16, 14.82, 9.10], [-1.22, 15.29, 7.31], [-2.45, 14.32, 8.03], [-4.00, 21.97, 8.38], [-4.71, 23.50, 9.03], [-3.54, 24.33, 9.41], [-5.23, 24.09, 7.39], [-4.73, 21.53, 7.69], [-3.79, 21.22, 9.13], [-3.13, 22.18, 7.76], [-5.22, 25.18, 7.44], [-6.26, 23.75, 7.23], [-4.61, 23.69, 6.59], [-2.66, 13.76, 12.22], [-3.64, 15.13, 12.88], [-4.18, 14.64, 14.16], [-2.28, 16.25, 13.21], [-3.41, 13.01, 11.96], [-2.18, 13.27, 13.07], [-2.04, 14.06, 11.39], [-1.58, 15.91, 13.96], [-2.83, 17.15, 13.52], [-1.87, 16.57, 12.24]]
}



# 5
{
  "formula": "C39H27Br6F3O13",
  "method": "ωB97M-V/def2-TZVPD",
  "gap_ev": 8.30,
  "lumo_energy_ev": -1.243,
  "total_energy_ev": -495900.853,
  "species": ["C", "C", "O", "C", "O", "O", "F", "H", "H", "H", "C", "C", "O", "C", "O", "O", "F", "H", "H", "H", "C", "C", "O", "C", "O", "O", "F", "H", "H", "H", "C", "C", "C", "C", "C", "C", "C", "O", "C", "C", "C", "C", "C", "C", "C", "O", "H", "H", "H", "H", "H", "H", "H", "H", "C", "C", "C", "C", "C", "C", "C", "O", "C", "C", "C", "C", "C", "C", "C", "O", "H", "H", "H", "H", "H", "H", "H", "H", "C", "Br", "Br", "Br", "H", "C", "Br", "Br", "Br", "H"],
  "xyz": [[17.15, -9.66, 18.00], [16.37, -10.16, 16.86], [15.20, -10.79, 17.43], [15.36, -10.78, 18.73], [14.60, -11.43, 19.45], [16.53, -10.29, 19.07], [17.13, -11.16, 16.25], [17.05, -8.60, 18.27], [18.20, -9.95, 18.08], [16.00, -9.47, 16.10], [17.54, -4.58, 10.10], [17.40, -6.06, 10.24], [16.11, -6.37, 10.66], [15.45, -5.24, 10.72], [14.19, -5.25, 10.86], [16.30, -4.17, 10.42], [18.13, -6.45, 11.23], [17.59, -4.50, 9.01], [18.43, -4.13, 10.52], [17.70, -6.59, 9.33], [13.28, -15.22, 10.11], [13.63, -14.47, 11.41], [13.82, -13.14, 10.95], [14.58, -13.27, 9.80], [15.36, -12.46, 9.34], [14.24, -14.53, 9.31], [14.80, -14.94, 11.85], [12.23, -15.01, 9.94], [13.48, -16.29, 10.19], [12.86, -14.66, 12.15], [13.56, -5.55, 25.98], [14.72, -4.95, 26.39], [14.81, -3.88, 27.23], [13.62, -3.31, 27.75], [12.35, -3.86, 27.35], [12.39, -5.00, 26.48], [11.05, -3.38, 27.92], [9.92, -3.82, 27.48], [11.21, -2.30, 28.97], [10.09, -1.88, 29.66], [10.21, -0.69, 30.54], [11.42, -0.29, 31.04], [12.52, -0.74, 30.31], [12.47, -1.71, 29.28], [13.75, -2.07, 28.63], [14.83, -1.56, 28.77], [13.49, -6.43, 25.36], [15.68, -5.34, 26.07], [15.76, -3.39, 27.41], [11.51, -5.52, 26.14], [9.16, -2.41, 29.52], [9.28, -0.37, 30.98], [11.64, 0.41, 31.84], [13.46, -0.28, 30.59], [15.50, -26.12, 13.44], [16.56, -25.38, 12.88], [16.98, -24.08, 13.35], [16.18, -23.45, 14.23], [15.10, -24.16, 14.82], [14.77, -25.47, 14.44], [14.29, -23.56, 15.95], [13.42, -24.24, 16.50], [14.74, -22.09, 16.33], [14.06, -21.42, 17.38], [14.29, -20.07, 17.61], [15.34, -19.40, 16.99], [16.13, -20.13, 16.09], [15.90, -21.51, 15.73], [16.58, -22.04, 14.59], [17.51, -21.53, 14.12], [15.25, -27.03, 12.91], [17.16, -25.72, 12.05], [17.84, -23.65, 12.85], [13.92, -25.93, 14.92], [13.15, -21.70, 17.90], [13.71, -19.58, 18.37], [15.52, -18.34, 17.11], [16.88, -19.54, 15.58], [22.65, -3.18, 18.97], [24.45, -2.84, 19.65], [21.80, -4.39, 20.27], [22.74, -3.90, 17.09], [22.17, -2.22, 19.13], [24.02, -12.97, 18.62], [22.59, -14.21, 17.84], [24.12, -12.95, 20.63], [23.80, -11.11, 18.10], [24.96, -13.23, 18.13]]
}



# 6
{
  "formula": "C3H10NO2P",
  "method": "ωB97M-V/def2-TZVPD",
  "gap_ev": [6.22, 6.63],
  "lumo_energy_ev": [-1.357, -1.081],
  "total_energy_ev": -18143.160,
  "species": ["C", "C", "C", "N", "O", "O", "P", "H", "H", "H", "H", "H", "H", "H", "H", "H", "H"],
  "xyz": [[1.50, 2.57, -2.13], [-1.87, -0.40, -1.19], [-0.77, 0.09, 2.57], [-0.27, -2.40, 1.70], [1.06, 1.37, -1.44], [-1.40, -0.31, 0.01], [-0.06, -0.92, 1.13], [1.47, 3.49, -1.49], [1.13, 2.70, -3.18], [2.58, 2.47, -2.16], [0.23, 1.48, -0.96], [-1.60, 0.36, -1.97], [-2.50, -1.17, -1.58], [-0.59, -0.49, 3.40], [-0.19, 1.02, 2.53], [-1.82, 0.27, 2.26], [0.12, -3.11, 1.11]]
}



# 7
{
  "formula": "C5H5N3",
  "method": "ωB97M-V/def2-TZVPD",
  "gap_ev": 9.23,
  "lumo_energy_ev": -0.134,
  "total_energy_ev": -9733.065,
  "species": ["C", "C", "C", "C", "C", "H", "H", "H", "H", "H", "N", "N", "N"],
  "xyz": [[1.92, -0.14, 0.60], [0.73, -0.03, -0.05], [0.04, 1.17, -0.57], [-1.89, 0.47, 0.46], [0.04, -1.21, -0.64], [2.45, 0.80, 0.93], [2.36, -1.07, 0.79], [0.62, 1.85, -1.19], [-2.56, 1.01, 1.20], [0.62, -1.89, -1.23], [-1.21, 1.34, -0.41], [-1.92, -0.79, 0.47], [-1.21, -1.51, -0.38]]
}



# 8
{
  "formula": "H80O40",
  "method": "ωB97M-V/def2-TZVPD",
  "gap_ev": 10.28,
  "lumo_energy_ev": -0.531,
  "total_energy_ev": -83193.536,
  "species": ["H", "H", "O", "H", "H", "O", "H", "H", "O", "H", "H", "O", "H", "H", "O", "H", "O", "H", "O", "H", "H", "O", "H", "H", "O", "H", "H", "O", "H", "H", "O", "H", "O", "H", "H", "O", "H", "H", "O", "H", "H", "O", "H", "H", "O", "H", "H", "O", "H", "H", "O", "H", "O", "H", "H", "O", "H", "O", "H", "H", "O", "H", "H", "O", "H", "H", "O", "H", "H", "O", "H", "H", "O", "H", "H", "O", "H", "H", "O", "H", "H", "O", "H", "H", "O", "H", "H", "O", "H", "O", "H", "H", "O", "H", "H", "H", "H", "H", "H", "O", "H", "H", "O", "H", "H", "O", "H", "H", "O", "H", "H", "O", "H", "H", "O", "H", "H", "O", "H", "H"],
  "xyz": [[1.05, -0.90, 3.44], [0.40, -0.12, 4.63], [0.54, -0.05, 3.69], [-1.62, -4.24, -1.63], [-1.25, -2.86, -2.67], [-1.52, -3.26, -1.69], [-1.63, 1.36, -2.27], [-0.15, 1.71, -2.66], [-1.01, 1.51, -2.96], [-3.20, 3.12, 2.29], [-3.55, 1.85, 3.24], [-3.83, 2.46, 2.51], [-3.60, -3.06, -4.20], [-3.62, -2.35, -5.39], [-3.89, -2.21, -4.51], [1.69, -3.82, -0.43], [1.64, -3.58, -1.35], [3.31, 4.79, 3.71], [3.14, 3.97, 4.10], [3.33, -3.83, -1.84], [4.40, -3.94, -0.78], [3.95, -3.24, -1.27], [4.56, 2.02, -0.51], [4.65, 3.49, -0.64], [5.05, 2.72, -1.06], [0.97, 4.67, 1.83], [1.24, 3.79, 0.66], [0.55, 4.32, 1.03], [-0.55, -0.55, 1.50], [-0.53, -1.65, 0.57], [-0.53, -1.55, 1.58], [1.71, 5.01, -2.13], [1.71, 4.12, -2.49], [0.89, -1.36, -4.11], [0.39, 0.31, -4.23], [0.74, -0.47, -4.60], [-4.60, -2.75, 1.49], [-5.43, -2.99, 2.71], [-4.54, -3.20, 2.35], [-1.93, -0.21, -0.55], [-1.80, -1.63, -0.93], [-1.33, -0.81, -0.90], [1.61, 1.85, -4.06], [3.03, 2.34, -4.50], [1.99, 2.58, -4.53], [1.69, -2.75, 4.42], [1.87, -2.47, 2.91], [2.16, -2.31, 3.77], [3.61, -3.52, 2.40], [3.41, -2.79, 0.94], [3.28, -3.56, 1.52], [0.93, -0.83, -1.36], [0.86, -1.33, -2.15], [0.77, 2.31, 5.14], [-0.53, 3.30, 5.68], [-0.17, 2.43, 5.51], [-1.93, -1.63, 2.64], [-2.45, -1.50, 3.47], [-0.82, 0.27, -5.71], [-1.32, 1.47, -6.16], [-1.42, 0.48, -6.45], [4.63, -1.34, -3.30], [5.07, -1.37, -2.04], [4.98, -0.64, -2.73], [2.91, -0.90, -0.99], [2.59, -2.25, -0.37], [2.85, -1.37, -0.21], [-4.57, 0.94, -2.08], [-5.80, 1.95, -2.32], [-5.51, 1.07, -1.92], [-0.13, 6.39, -1.91], [-0.52, 5.26, -2.97], [-0.16, 6.19, -2.86], [-3.54, -2.24, 0.12], [-3.35, -2.94, -1.41], [-3.61, -2.97, -0.45], [5.19, 1.82, -3.35], [4.10, 2.44, -2.58], [4.31, 2.01, -3.48], [4.86, 1.26, 2.66], [3.45, 1.05, 1.99], [4.25, 1.56, 1.95], [-0.72, -1.49, -3.71], [-2.00, -1.85, -4.35], [-1.14, -2.27, -3.99], [0.74, 4.01, 3.69], [-0.59, 4.26, 3.20], [0.04, 4.60, 3.84], [-2.76, -4.09, 0.82], [-2.50, -4.79, 1.37], [1.19, 0.49, 1.70], [1.23, 1.16, 0.37], [1.19, 1.33, 1.29], [0.18, -1.88, -1.75], [1.26, -4.27, -1.86], [-2.77, -2.43, 3.53], [3.71, 3.27, 3.92], [1.34, 4.22, -3.36], [-3.35, -4.95, 1.77], [0.43, -5.58, 3.17], [-0.13, -4.91, 3.71], [-0.12, -5.83, 2.39], [-4.21, 0.05, 4.56], [-3.35, -0.49, 4.66], [-4.34, 0.79, 5.25], [3.95, 0.75, 5.15], [4.62, 0.09, 4.90], [3.14, 0.39, 4.81], [1.86, 1.88, -1.03], [2.38, 1.32, -1.53], [1.83, 2.74, -1.47], [-5.66, 0.41, 2.22], [-5.50, 0.36, 1.27], [-4.85, 0.92, 2.34], [-3.35, 1.46, -4.25], [-3.78, 1.08, -3.55], [-2.43, 1.64, -4.07], [-3.11, 0.13, 1.04], [-3.92, 0.58, 1.19], [-2.87, 0.08, 1.98]]
}